The following is a quantum chemistry calculation of a molecular structure, C28H52ClOPTl in a non-equilibrium geometry, from the Open Molecules 2025 dataset.

Properties
**Total charge**: -1
**E_tot**: -58427.221 eV
**Max |F|**: 3.45 eV/A
**LUMO level (spin up / spin down)**: 2.1 / 2.1 eV
**Gap between HOMO and LUMO (spin up / spin down)**: 2.56 / 2.56 eV
**Highest occupied orbital energy (spin up / spin down)**: -0.01596 / -0.01588 Eh

Positions of all 84 atoms, in Å:
H 0.24818 -0.41325 -3.52212
H -4.80929 1.16690 0.41054
P -0.46697 -0.60942 -1.29527
C 0.40599 -4.40519 0.25270
H -3.37176 -0.63340 -0.39541
H -2.80847 -0.56525 -3.26917
C 2.69897 4.68670 -0.41632
C 4.31758 3.31597 1.04950
H 4.86894 4.79509 -0.44372
H 3.21900 -0.41224 4.84425
H -1.64107 -4.87522 -1.82948
H 2.63558 5.54099 0.26636
H 1.78116 -2.21541 3.43071
H -1.72666 -1.89298 -3.71138
C -0.69418 -0.09199 -3.03844
H 0.95247 -4.72421 1.14881
C 2.28522 0.11707 5.08354
H 5.00775 2.47123 0.87702
H -1.43579 -4.98946 1.20677
C 1.18216 -0.23990 4.09431
C 1.86742 2.97616 1.22090
C 0.30164 -2.87991 0.23903
H -1.07407 1.41150 -0.24209
H 2.55516 5.07374 -1.43277
H -1.03991 2.96886 -4.66049
H 0.85872 -2.20201 4.96357
H 4.85643 3.99099 1.73266
H -1.88033 1.40657 -6.47129
C -1.92840 -4.50511 -0.83675
H -0.84181 -6.15601 0.03146
C -1.94316 -2.96866 -0.88134
C 3.69048 -2.11339 1.99884
H -2.57099 -2.63712 -1.72375
H 3.36801 -2.81637 1.19832
H -3.84496 0.00856 2.33652
C -1.91088 -0.36550 -5.23501
O 1.39660 0.33271 2.83771
C -2.97130 0.39391 -0.42002
H 2.47338 1.19485 5.06825
C -1.89697 0.92047 2.31042
C -0.97070 -5.08289 0.21547
C 0.94674 -1.73926 3.97347
C 1.58606 3.68106 -0.07249
H 0.01900 -1.93181 3.42123
C -0.51171 -2.41434 -0.98662
H 1.30080 -2.43009 0.25504
H 0.99836 -4.72642 -0.61567
H -3.47748 2.32146 0.37500
H -1.59759 -1.05508 1.50708
C -1.46088 0.38232 -0.10832
H -2.41924 -2.58505 0.03696
H -1.68211 1.80428 -2.61951
H -0.04041 -2.83397 -1.89772
H -0.20758 -2.55117 1.15679
H -1.01480 -0.74965 -5.74001
H -2.77726 -0.83337 -5.71508
H 0.07974 1.91568 -2.67678
C -0.79051 1.44416 -3.15631
C -1.85118 -0.80019 -3.76302
H 4.22224 -2.56900 2.86629
H 1.00090 2.52980 1.72091
C -1.96705 1.15621 -5.40812
C 4.08250 4.03878 -0.29587
Cl 1.50088 -0.03958 -0.97333
Tl 3.42236 -0.11454 1.86411
H -3.85990 1.73359 2.69361
H -3.15861 0.77221 -1.43741
C -0.87119 1.88682 -4.62315
H -2.94891 1.52031 -5.07863
C 3.04913 2.83792 1.71064
C -1.20260 -0.03628 1.34223
H 1.52487 2.93516 -0.88681
H 4.19668 3.30492 -1.10556
H 0.60862 4.18188 -0.04242
H -1.68224 0.59531 3.33697
C -3.40530 0.97285 2.05025
H 0.23568 0.19286 4.46760
H 0.10148 1.69842 -5.09688
H -1.45700 1.92260 2.19358
C -3.73332 1.27455 0.58418
H 1.98278 -0.17038 6.09706
H -2.94619 -4.86240 -0.64388
H 3.18318 2.41176 2.71453
H -0.12212 -0.04970 1.58322

Forces on atoms 1 to 3 (eV/Å):
-0.22 0.11 0.16
0.06 0.07 -0.01
-0.65 0.05 0.45